[1]
A cluster of 3 separate species, C12H22N3O7PS3 in total at a distorted geometry. Source: the OMol25 dataset; level of theory: wB97M-V/def2-TZVPD.

Summary:
Structure (SMILES): NP(O)c1ccc2nsnc2c1.CCOS(C)(=O)=O.CCOS(C)(=O)=O

```
! wB97M-V def2-TZVPD RIJCOSX def2/J DEFGRID3
* xyz 0 1
S 4.97 2.74 -2.83
S -6.44 1.62 1.50
S -2.99 -2.11 2.29
P 0.37 0.78 -0.70
O -3.54 -1.88 0.97
O 5.99 1.48 -2.67
O -3.62 -3.49 2.89
O 4.01 2.72 -1.75
O 0.71 -0.63 0.33
O 5.75 3.93 -3.15
O -1.57 -2.09 2.55
N -4.77 1.66 2.10
N 1.22 2.14 0.10
N -6.32 1.23 -0.20
C -3.96 1.38 0.86
C -2.03 -5.21 2.23
C 4.16 2.19 -4.31
C -3.77 -0.99 3.43
C 7.04 1.57 -1.72
C -4.83 1.12 -0.54
C -1.55 0.96 -0.57
C -4.10 0.81 -2.00
C -2.44 0.73 -1.97
C 6.52 1.44 -0.30
C -3.46 -4.69 2.15
C -2.32 1.30 0.85
H 3.36 2.90 -4.53
H -3.77 -4.55 1.11
H 3.74 1.20 -4.13
H 7.60 2.50 -1.85
H -1.34 -4.52 1.74
H -0.14 -1.17 0.22
H -4.85 -1.02 3.28
H -3.51 -1.29 4.45
H -1.71 -5.31 3.27
H -1.89 0.48 -2.99
H 1.89 2.63 -0.57
H 5.92 0.53 -0.19
H -4.13 -5.44 2.59
H 5.87 2.28 -0.04
H -1.94 -6.18 1.73
H -3.39 0.01 3.23
H -1.69 1.46 1.82
H -4.75 0.62 -2.97
H 1.77 1.79 0.92
H 7.73 0.74 -1.92
H 4.88 2.17 -5.13
H 7.34 1.41 0.42
*
```

Atomic partial charges in e from the Mulliken method, atoms 1 to 4: number 1, S, carries 1.117; number 2, S, carries 0.210; number 3, S, carries 1.261; number 4, P, carries 0.419

=====

[2]
The ion C4H10N3 with charge +1 at a distorted geometry. Source: the OMol25 dataset; level of theory: wB97M-V/def2-TZVPD.

Summary:
Structure (SMILES): CN1C=NC[N@H+]1C
Energy above the lowest of the compared OMol25 structures with the same formula, charge and spin (eV): 3.6961

```
! wB97M-V def2-TZVPD RIJCOSX def2/J DEFGRID3
* xyz 1 1
N 0.15 0.50 -0.28
N -0.08 -0.91 0.28
N -2.12 -0.04 0.04
C -1.44 -1.02 0.46
C -1.28 1.05 -0.32
C 0.81 -1.90 -0.32
C 0.97 1.38 0.60
H 0.69 1.79 1.51
H 1.84 -1.67 0.12
H 0.84 -1.55 -1.36
H -1.29 1.42 -1.40
H 1.96 1.09 0.71
H -1.87 -1.94 0.81
H 0.49 -2.83 -0.02
H 1.05 2.31 -0.01
H -1.40 1.86 0.31
H 0.69 0.46 -1.15
*
```

Atomic partial charges in e from the Mulliken method, atoms 1 to 4: number 1, N, carries 0.073; number 2, N, carries -0.149; number 3, N, carries -0.455; number 4, C, carries 0.032

=====

Number 1: frontier orbital gap 6.5920 eV, electronic energy -73388.0175 eV. Number 2: frontier orbital gap 10.5067 eV, electronic energy -8770.9030 eV.